Entry 1:
3 unconnected molecules or ions with the total composition C10H16FIN2O10PS in a non-equilibrium geometry. Source: the OMol25 dataset; level of theory: the ωB97M-V functional and the def2-TZVPD basis.

CARTESIAN COORDINATES (ANGSTROEM)
1 O 3.0732 -0.1529 3.1975
2 S 2.2018 -0.7893 2.0461
3 O 1.5788 -2.0842 2.6997
4 F 3.1483 -1.3535 0.7214
5 N 0.8935 0.3174 1.5335
6 N -0.3400 -0.1644 1.8017
7 C -1.5132 0.6646 1.4327
8 P -3.2746 -0.0846 1.7888
9 O -3.8270 -0.7880 0.2550
10 O -4.4062 1.1706 2.2315
11 C -1.2643 2.1279 0.7626
12 C 0.2515 2.6815 0.4426
13 C 1.4141 1.5691 0.9026
14 I 3.5376 2.0687 0.5334
15 H -3.0021 -1.1837 -0.1972
16 H -4.8623 0.8363 3.0788
17 H -2.2121 2.7807 0.4887
18 H 0.4988 3.7194 -0.0410
19 C 3.2656 -4.1792 1.5554
20 O 3.5745 -5.5528 1.3274
21 C 4.8435 -5.7765 0.9021
22 O 5.6965 -4.9239 0.7107
23 O 4.9990 -7.1130 0.7266
24 C 6.2965 -7.4987 0.2768
25 H 2.2270 -4.1177 1.8920
26 H 3.9068 -3.7642 2.3396
27 H 3.3620 -3.6031 0.6294
28 H 7.0589 -7.2165 1.0101
29 H 6.5141 -7.0553 -0.7002
30 H 6.3077 -8.5870 0.1708
31 C -3.1092 6.8258 -3.5131
32 O -4.2888 6.0240 -3.5128
33 C -4.1554 4.8349 -2.8728
34 O -3.1442 4.4251 -2.3245
35 O -5.3419 4.1808 -2.9487
36 C -5.3497 2.9040 -2.3129
37 H -3.3302 7.7518 -4.0512
38 H -2.8172 7.0835 -2.4900
39 H -2.2936 6.3122 -4.0322
40 H -5.1474 3.0049 -1.2417
41 H -4.6236 2.2337 -2.7839
42 H -6.3466 2.4718 -2.4352

Kohn-Sham gap   6.02 eV
Max |F|   11.3 eV Å⁻¹
HOMO level   -12.52 eV
Net charge   +1



Entry 2:
A molecular structure, C10H16N2 in a non-equilibrium geometry. Source: the OMol25 dataset; level of theory: the ωB97M-V functional and the def2-TZVPD basis.

CARTESIAN COORDINATES (ANGSTROEM)
1 C -2.1182 2.2387 -0.0149
2 C -1.3778 0.7926 -0.1788
3 C -2.1919 -0.2890 -0.1548
4 C -1.5391 -1.5287 -0.1130
5 C 0.3075 -0.6551 -1.1746
6 C 1.9107 -0.9097 -1.0481
7 C 2.7768 -0.7796 0.2768
8 C 1.8186 0.0773 1.1715
9 C 1.0791 1.2620 0.5223
10 C 0.0063 0.8826 -0.7327
11 H -1.0754 3.2039 -0.1987
12 H -2.7321 2.1754 1.3004
13 H -3.4968 2.2497 -1.1486
14 H -3.3000 0.1183 0.0237
15 H -2.7881 -1.7932 1.3276
16 H -2.0027 -3.4151 0.8530
17 H -0.1473 -0.5319 -2.0764
18 H 2.2986 0.0396 -1.6811
19 H 2.2083 -1.9233 -1.4422
20 H 3.8570 -0.3059 -0.0421
21 H 3.0164 -1.7384 0.9872
22 H 2.2149 0.6461 2.1427
23 H 1.1228 -0.6767 1.3807
24 H 2.0271 1.6636 0.1380
25 H 0.7822 1.9361 1.3540
26 H 0.1098 1.3905 -1.7151
27 N -2.4732 -2.4655 0.5685
28 N -0.2937 -1.6646 -0.3255

Relative energy (zero: lowest compared OMol25 entry of this formula, charge and spin)   904.2 kJ/mol
Kohn-Sham gap   8.24 eV
Max |F|   6.4 eV Å⁻¹
HOMO level   -8.63 eV
Net charge   0



Entry 3:
A single C10H16N2O2S molecule in a non-equilibrium geometry. Source: the OMol25 dataset; level of theory: the ωB97M-V functional and the def2-TZVPD basis.

CARTESIAN COORDINATES (ANGSTROEM)
1 C -0.1779 2.7261 2.1271
2 C 0.8728 1.6574 2.0753
3 C 0.5419 0.5193 1.0756
4 C 1.5179 -0.7122 1.2051
5 C 3.0225 -0.2962 1.2108
6 C -0.8695 -0.0459 1.3474
7 S -1.3429 -1.3276 0.1572
8 C -0.9405 -0.5519 -1.3917
9 N -1.4415 -0.8246 -2.5784
10 C -2.4213 -1.7582 -2.7361
11 C -2.3219 -2.6793 -3.9550
12 O -3.4536 -1.5741 -2.1126
13 N -0.0400 0.4800 -1.4793
14 C 0.6174 1.0303 -0.3935
15 O 1.3041 2.0122 -0.7107
16 H 0.1736 3.6197 2.6848
17 H -0.4744 3.0427 1.1645
18 H -1.0823 2.3452 2.5901
19 H 0.9732 1.2536 3.0940
20 H 1.8293 2.1906 1.8549
21 H 1.3866 -1.4671 0.4218
22 H 1.2692 -1.1958 2.1797
23 H 3.2425 0.4867 1.9320
24 H 3.3493 0.0176 0.2441
25 H 3.6180 -1.1276 1.5198
26 H -1.6416 0.7282 1.2557
27 H -0.9155 -0.4987 2.3208
28 H -3.3058 -3.1039 -4.1310
29 H -1.6044 -3.4789 -3.7156
30 H -2.0157 -2.1169 -4.8414
31 H 0.3307 0.6495 -2.4153

Relative energy (zero: lowest compared OMol25 entry of this formula, charge and spin)   51.6 kJ/mol
Kohn-Sham gap   9.65 eV
Max |F|   3.5 eV Å⁻¹
HOMO level   -9.22 eV
Net charge   0



Entry 4:
2 unconnected molecules or ions with the total composition C10H16N3 in a non-equilibrium geometry. Source: the OMol25 dataset; level of theory: the ωB97M-V functional and the def2-TZVPD basis.

CARTESIAN COORDINATES (ANGSTROEM)
1 C 0.5586 1.8625 0.7183
2 C -3.6538 0.0755 0.4819
3 C -3.3956 1.2506 -0.1075
4 C -1.5491 0.0239 -0.1184
5 C 1.9819 -1.4625 -0.2924
6 C 3.3392 0.5811 0.1901
7 C 1.6148 0.5234 -1.7064
8 C -2.4786 -1.9824 1.1171
9 C 1.0772 0.5749 0.7360
10 C 1.9328 0.0667 -0.2893
11 N 0.2593 2.9730 0.4903
12 N -2.4758 -0.6649 0.5759
13 N -2.0455 1.1902 -0.4799
14 H -4.5187 -0.3895 0.9730
15 H -4.1064 1.9563 -0.4294
16 H 2.0038 -2.0520 0.6362
17 H 2.7046 -1.8517 -1.0214
18 H 1.0378 -1.9890 -0.8207
19 H 3.5670 1.6190 0.1516
20 H 4.0564 0.3150 -0.4913
21 H 3.5280 0.3289 1.2707
22 H 0.4932 0.5711 -1.8677
23 H 2.0776 -0.0703 -2.4380
24 H 1.9292 1.6298 -1.7798
25 H -3.3316 -2.0248 1.9301
26 H -2.5883 -2.6703 0.3606
27 H -1.6056 -2.1389 1.6986
28 H 1.0048 -0.1216 1.5550
29 H -1.4172 1.8760 -1.0433

Relative energy (zero: lowest compared OMol25 entry of this formula, charge and spin)   515.3 kJ/mol
Kohn-Sham gap (spin up / spin down)   6.56 / 7.57 eV
Max |F|   4.1 eV Å⁻¹
HOMO level (spin up / spin down)   -12.98 / -13.43 eV
Net charge   +1



Entry 5:
A gas-phase ion, C10H16N3 (charge +1) in a non-equilibrium geometry. Source: the OMol25 dataset; level of theory: the ωB97M-V functional and the def2-TZVPD basis.

CARTESIAN COORDINATES (ANGSTROEM)
1 C -0.6050 0.0855 -1.2638
2 C -1.2447 -0.8416 -0.5710
3 C 1.6905 0.2438 0.2886
4 C -0.3770 1.2547 -0.3450
5 C -1.1398 -0.3554 0.8028
6 C -2.0083 -2.0805 -1.0133
7 C -1.3358 2.3496 -0.0733
8 C -2.4574 -0.2011 1.5005
9 C 3.6002 -1.0095 -0.4728
10 C 3.1214 0.3206 0.0635
11 N 1.1245 -0.6485 1.0283
12 N -0.0401 -0.5047 1.4811
13 N 0.9576 1.4491 0.0082
14 H -0.5645 -0.0589 -2.3435
15 H -1.8513 -2.2261 -2.0572
16 H -2.9966 -1.8794 -0.8882
17 H -1.7680 -3.0484 -0.5765
18 H -2.0050 1.9210 0.5874
19 H -1.9789 2.6123 -0.9287
20 H -0.8322 3.2268 0.3392
21 H -2.2291 0.2398 2.4483
22 H -2.8379 -1.1798 1.8166
23 H -3.3711 0.2880 1.0773
24 H 2.9041 -1.3573 -1.1655
25 H 3.6231 -1.7307 0.3192
26 H 4.4829 -0.8073 -1.0188
27 H 3.2587 1.1604 -0.5798
28 H 3.7373 0.5055 0.9763
29 H 1.1424 2.2719 0.5602

Relative energy (zero: lowest compared OMol25 entry of this formula, charge and spin)   217.4 kJ/mol
Kohn-Sham gap (spin up / spin down)   7.23 / 6.73 eV
Max |F|   4.6 eV Å⁻¹
⟨S²⟩   2.032
HOMO level (spin up / spin down)   -10.84 / -13.94 eV
2S+1   3
Net charge   +1



Entry 6:
A gas-phase ion, C10H16NO (charge +1) in a non-equilibrium geometry. Source: the OMol25 dataset; level of theory: the ωB97M-V functional and the def2-TZVPD basis.

CARTESIAN COORDINATES (ANGSTROEM)
1 C -1.9199 1.8488 -0.1843
2 N -0.6699 1.1948 -0.6739
3 C -0.4805 -0.2455 -0.2470
4 C -1.4249 -1.1048 -1.1380
5 C 0.9714 -0.6876 -0.0817
6 C 1.3310 -1.9134 -0.9606
7 C 2.0309 0.3889 -0.4207
8 C 0.7940 -0.8177 1.4614
9 C 0.9505 0.4423 2.3029
10 C -0.3429 0.7527 2.3626
11 C -0.7806 -0.3624 1.4148
12 O -0.3576 -1.5826 1.7092
13 H -1.5373 2.6694 0.3825
14 H -2.5185 2.4234 -0.9412
15 H -2.4303 0.9673 0.3770
16 H 0.2225 1.4750 -0.3239
17 H -0.8357 1.2504 -1.6773
18 H -1.0848 -1.5112 -2.0765
19 H -2.3090 -0.6688 -1.4556
20 H -1.8146 -1.8434 -0.5963
21 H 0.7164 -2.0812 -1.7862
22 H 0.9817 -2.8252 -0.3989
23 H 2.3433 -1.9702 -1.1831
24 H 3.0498 0.2172 0.2090
25 H 1.8993 1.4143 -0.1316
26 H 2.1899 0.3325 -1.4071
27 H 1.9236 0.7768 2.5695
28 H -0.8981 1.4599 2.8950

Relative energy (zero: lowest compared OMol25 entry of this formula, charge and spin)   548.4 kJ/mol
Kohn-Sham gap   9.06 eV
Max |F|   5.3 eV Å⁻¹
HOMO level   -12.22 eV
Net charge   +1



Entry 7:
2 unconnected molecules or ions with the total composition C10H16NS in a non-equilibrium geometry. Source: the OMol25 dataset; level of theory: the ωB97M-V functional and the def2-TZVPD basis.

CARTESIAN COORDINATES (ANGSTROEM)
1 C 4.0675 -0.9409 0.5708
2 C 3.0349 -0.3553 1.3706
3 C 4.0279 -0.6780 -0.7583
4 C 1.9768 0.3639 0.8682
5 C 3.0861 0.2708 -1.2071
6 C 2.0076 0.7175 -0.4823
7 C -1.2550 -0.4803 2.0438
8 C -1.5034 -1.1372 -0.2115
9 C -1.4605 2.6410 -1.3094
10 C 0.9537 1.5538 -1.0398
11 N -1.8031 -0.0281 0.6809
12 S -0.3795 1.9381 -0.0696
13 H 4.7758 -1.7193 0.9253
14 H 2.9998 -0.7113 2.3938
15 H 4.7658 -1.1269 -1.4486
16 H 1.0482 0.6708 1.3603
17 H 3.1220 0.5290 -2.3421
18 H -1.5759 0.3887 2.7313
19 H -1.7650 -1.3683 2.2307
20 H -0.1518 -0.6959 1.9916
21 H -2.0573 -2.0262 0.0782
22 H -1.6794 -0.7733 -1.2880
23 H -0.3865 -1.2707 -0.2436
24 H -0.9184 2.8096 -2.1457
25 H -1.7875 3.5768 -1.0515
26 H -2.3628 1.8710 -1.4479
27 H 0.9937 1.6440 -2.1293
28 H -2.7825 0.0162 0.8734

Relative energy (zero: lowest compared OMol25 entry of this formula, charge and spin)   0.0 kJ/mol
Kohn-Sham gap (spin up / spin down)   8.21 / 5.72 eV
Max |F|   5.1 eV Å⁻¹
⟨S²⟩   2.034
HOMO level (spin up / spin down)   -10.64 / -12.83 eV
2S+1   3
Net charge   +1



Entry 8:
2 unconnected molecules or ions with the total composition C10H16O in a non-equilibrium geometry. Source: the OMol25 dataset; level of theory: the ωB97M-V functional and the def2-TZVPD basis.

CARTESIAN COORDINATES (ANGSTROEM)
1 C 2.2133 -0.2597 0.4164
2 C 2.3572 0.6418 1.6482
3 C 3.3864 -1.2650 0.3214
4 H 1.2971 -0.8406 0.4103
5 H 2.3273 0.3866 -0.4461
6 H 3.1925 1.3197 1.4627
7 H 4.0868 -1.1903 1.1619
8 H 3.0656 -2.3118 0.4196
9 H 2.6474 0.0541 2.5228
10 H 1.3889 1.0916 1.8751
11 H 3.9591 -1.2473 -0.6029
12 C -2.1087 1.8586 -2.4571
13 C -1.6354 -0.9833 0.6977
14 C -1.4898 0.3676 1.0630
15 C -1.9984 -1.4757 -0.5306
16 C -1.6657 1.2882 -0.0513
17 C -2.1496 -0.4957 -1.5793
18 C -2.0389 0.8759 -1.3112
19 O -1.4596 -1.9494 1.7162
20 H -1.2780 0.6097 2.0917
21 H -1.9507 -1.7498 2.5168
22 H -2.0322 -2.5435 -0.6697
23 H -1.3973 2.3254 0.1748
24 H -2.3424 -0.8148 -2.5979
25 H -1.8128 1.3902 -3.3997
26 H -1.4361 2.6908 -2.2332
27 H -3.1260 2.2268 -2.6198

Relative energy (zero: lowest compared OMol25 entry of this formula, charge and spin)   31.4 kJ/mol
Kohn-Sham gap (spin up / spin down)   3.00 / 7.11 eV
Max |F|   1.7 eV Å⁻¹
⟨S²⟩   0.761
HOMO level (spin up / spin down)   0.66 / -3.49 eV
2S+1   2
Net charge   -1



Which formula does entry 4 have?
C10H16N3